# 1
46
Properties=species:S:1:pos:R:3:nbo_charge:R:1 method="wB97M-V/def2-TZVPD" multiplicity=3 e_homo_ev="-10.8762 / -11.9658" s2=2.035 homo_lumo_gap_ev="6.993 / 5.484" charge=+1
Au 1.3314 0.0013 0.6864 0.834
C 2.8105 1.0947 4.8914 -0.192
C 2.2449 0.0952 4.1123 -0.169
C 1.1925 0.3791 3.2547 -0.383
C 0.7128 1.7088 3.1575 0.163
C 1.2581 2.6990 3.9946 -0.207
C 2.2975 2.3906 4.8445 -0.170
N -0.1941 2.0988 2.2317 -0.155
N -0.5092 1.3057 1.2647 -0.350
C -1.0962 1.8453 0.1228 0.326
C -0.9471 3.1875 -0.2363 -0.234
C -1.5558 3.6377 -1.3861 -0.110
C -2.3084 2.7540 -2.1568 -0.242
C -2.4023 1.4449 -1.7454 0.084
N -1.8160 0.9998 -0.6277 -0.509
H 3.6327 0.8629 5.5543 0.235
H 2.6085 -0.9209 4.1948 0.234
H 0.6397 -0.4372 2.7967 0.222
H 0.8628 3.7040 3.9277 0.237
H 2.7240 3.1614 5.4719 0.236
H -0.3550 3.8271 0.4021 0.251
H -1.4307 4.6654 -1.6994 0.245
H -2.8085 3.0764 -3.0579 0.249
H -2.9663 0.7196 -2.3149 0.215
O 2.2443 -1.2408 -0.8878 -1.008
S 1.1604 -1.7974 -1.7201 2.561
O 1.5685 -2.5269 -2.8546 -0.864
O 0.2837 -2.6733 -0.7496 -0.983
O 0.1575 -0.6941 -1.9961 -1.013
C -1.7532 -2.7096 1.2498 -0.714
Te -0.9829 -1.2358 -0.1682 1.818
C -2.4605 -1.9996 -1.4860 -0.709
C -3.0134 -3.2490 -0.8509 0.025
C -3.8653 -4.0681 -1.5857 -0.217
C -4.4452 -5.1784 -0.9995 -0.183
C -4.1775 -5.4756 0.3303 -0.187
C -3.3147 -4.6763 1.0588 -0.177
C -2.7176 -3.5618 0.4753 -0.093
H -2.2134 -2.2231 2.1109 0.250
H -0.8729 -3.2686 1.5713 0.261
H -1.9574 -2.1957 -2.4320 0.275
H -3.2509 -1.2659 -1.6339 0.242
H -4.0693 -3.8350 -2.6240 0.222
H -5.1044 -5.8102 -1.5792 0.231
H -4.6397 -6.3368 0.7935 0.230
H -3.0984 -4.9270 2.0904 0.221

***

# 2
59
Properties=species:S:1:pos:R:3:nbo_charge:R:1 method="wB97M-V/def2-TZVPD" relative_energy_kcal_mol=88.94 multiplicity=2 e_homo_ev="-4.9016 / -5.5740" s2=0.966 homo_lumo_gap_ev="5.470 / 6.312" charge=-1
Ir 0.4110 0.0825 0.2436 1.151
O 5.1220 1.8634 -2.6807 -0.470
C 4.0927 2.0143 -2.1462 0.333
S 3.0081 3.3246 -1.9845 0.399
C 1.7270 2.5414 -1.0078 -0.431
C 1.8492 1.2114 -0.5808 -0.355
S 3.1012 -1.1856 0.3316 -0.209
S 3.2878 0.3684 -0.9726 0.416
S 0.4915 3.5801 -0.6365 0.039
O -1.2025 -1.1503 1.0097 -0.997
S -1.5073 -1.9030 2.2780 1.303
C -0.6229 -3.4580 2.2075 -0.277
C -0.6070 -4.2002 1.0378 -0.200
C 0.0693 -5.4071 1.0249 -0.100
C 0.7076 -5.8593 2.1735 -0.208
C 0.6848 -5.1045 3.3388 -0.222
C 0.0180 -3.8881 3.3595 -0.200
C -3.1161 -2.6044 1.8923 -0.150
C -3.8132 -3.2876 2.8777 -0.247
C -5.0304 -3.8684 2.5609 -0.199
C -5.5352 -3.7645 1.2694 -0.211
C -4.8245 -3.0806 0.2930 -0.196
C -3.6061 -2.4892 0.6030 -0.235
H -1.0793 -3.8313 0.1355 0.258
H 0.1167 -5.9752 0.1063 0.226
H 1.2415 -6.8013 2.1557 0.210
H 1.1994 -5.4549 4.2247 0.210
H 0.0093 -3.2668 4.2479 0.219
H -3.3992 -3.3704 3.8769 0.219
H -5.5835 -4.4059 3.3206 0.211
H -6.4889 -4.2163 1.0265 0.212
H -5.2093 -3.0061 -0.7157 0.224
H -3.0370 -1.9479 -0.1443 0.268
C -4.2853 3.3034 1.0328 -0.396
N -2.9211 2.9262 1.3228 -0.410
C -2.1135 3.8600 2.0885 -0.423
C -2.3620 1.8357 0.7807 0.584
O -1.1803 1.5594 0.9330 -0.634
H -4.8230 3.5131 1.9595 0.190
H -4.7844 2.4933 0.5034 0.220
H -4.3155 4.1959 0.4024 0.199
H -2.6561 4.1697 2.9831 0.190
H -1.8653 4.7419 1.4919 0.201
H -1.1877 3.3652 2.3701 0.254
H -3.0497 1.2161 0.2023 0.173
F 0.1842 0.9250 2.9410 -0.364
C 1.0868 0.3000 2.1314 0.811
F 1.2894 -0.9025 2.7663 -0.375
F 2.2294 0.9958 2.3010 -0.349
F 0.3044 -4.0871 -1.9954 -0.571
B 1.3142 -3.2539 -1.4992 1.364
F 0.6753 -2.0744 -0.9200 -0.605
F 2.1868 -2.8387 -2.4979 -0.561
F 2.0098 -3.9053 -0.4605 -0.576
F -0.7123 0.2832 -1.6856 -0.591
B -1.6451 0.9453 -2.6163 1.370
F -2.5143 1.7409 -1.8378 -0.582
F -2.3599 -0.0369 -3.2787 -0.555
F -0.8868 1.7322 -3.4694 -0.557

***

# 3
48
Properties=species:S:1:pos:R:3:nbo_charge:R:1 method="wB97M-V/def2-TZVPD" e_homo_ev=-2.4203 homo_lumo_gap_ev=6.396 charge=-2
Cs -1.8684 -0.2488 -0.2203 0.971
O 6.7017 -1.6342 -0.4540 -0.754
C 6.0513 -0.6009 -0.3145 0.751
O 6.4023 0.5816 -0.3387 -0.764
C 4.4699 -0.6943 -0.1641 -0.055
C 3.7923 -1.9150 -0.1606 -0.260
C 2.4204 -1.9209 -0.0039 0.229
N 1.6845 -0.7820 0.1020 -0.455
C 2.3803 0.3505 0.0992 0.161
C 3.7239 0.4607 -0.1477 -0.247
C 1.6411 1.6336 0.3721 0.191
C 2.2406 2.5897 1.1870 -0.265
C 1.6210 3.8008 1.3557 -0.184
C 0.2994 3.9856 0.8514 -0.250
C -0.2155 2.9531 0.0530 0.036
N 0.4574 1.8205 -0.1561 -0.485
C 1.6860 -3.2566 0.0835 0.173
C 2.3664 -4.4677 -0.1742 -0.256
C 1.7204 -5.6710 0.0548 -0.185
C 0.3957 -5.7438 0.3997 -0.280
C -0.2220 -4.4569 0.5059 0.080
N 0.3736 -3.2915 0.3297 -0.423
H 4.3419 -2.8147 -0.2939 0.223
H 4.2571 1.4039 -0.1780 0.250
H 3.2361 2.4568 1.5781 0.220
H 2.0517 4.5737 2.0129 0.199
H -0.2769 4.9179 1.0213 0.231
H -1.2218 3.0340 -0.3593 0.266
H 3.3916 -4.4743 -0.4741 0.213
H 2.2230 -6.6106 -0.0768 0.194
H -0.0740 -6.6430 0.7443 0.211
H -1.2555 -4.3339 0.7805 0.216
C -4.4827 2.6216 -0.8452 -0.627
C -4.1800 3.6784 0.3024 0.165
C -4.2923 5.0661 -0.3871 -0.647
O -2.8563 3.3903 0.5823 -0.961
H -5.4699 2.7831 -1.3021 0.162
H -4.3856 1.5885 -0.6157 0.174
H -3.8289 2.7658 -1.6791 0.184
H -5.2052 3.8566 1.0809 0.045
H -3.6191 5.2803 -1.1867 0.184
H -4.0184 5.7608 0.4347 0.191
H -5.2913 5.4665 -0.6841 0.167
F -3.7327 -4.8057 -0.9987 -0.572
B -3.4773 -3.4544 -0.7435 1.340
F -4.3860 -2.6473 -1.3419 -0.561
F -2.1328 -3.2237 -1.2833 -0.603
F -3.4372 -3.1291 0.6521 -0.590

***

# 4
51
Properties=species:S:1:pos:R:3:nbo_charge:R:1 method="wB97M-V/def2-TZVPD" relative_energy_kcal_mol=0.00 e_homo_ev=-4.4724 homo_lumo_gap_ev=5.859 charge=-1
Pt 0.7141 -0.8743 -0.0889 0.597
Br 1.7743 0.4421 -6.8586 0.056
C 2.0054 -0.1348 -5.0731 -0.188
C 3.1616 -0.7870 -4.6738 -0.146
Br 4.5459 -1.1242 -5.9185 0.058
C 3.3094 -1.1976 -3.3437 -0.181
Br 4.8651 -2.0730 -2.7273 0.062
C 2.3121 -0.9782 -2.3928 0.248
O 2.4273 -1.3430 -1.1417 -0.746
C 1.1244 -0.3159 -2.8125 0.293
O 0.1815 -0.0777 -1.9049 -0.810
C 0.9973 0.0979 -4.1281 -0.190
Br -0.6043 1.0120 -4.5650 0.041
S 0.8119 -0.7098 5.3935 -0.314
Sb 0.5161 -3.0498 4.8844 0.896
S 0.1344 -3.1272 2.5369 -0.378
S 1.6005 -1.8205 1.7918 -0.311
S -1.1137 -1.4616 5.8380 -0.375
N 1.0710 2.7153 -1.2653 -0.812
C 1.5965 2.8963 -0.0236 0.391
C 2.1728 4.1178 0.3753 -0.315
C 2.6375 4.2307 1.6656 -0.153
C 2.5345 3.1511 2.5414 -0.336
C 1.9654 1.9894 2.0520 0.062
N 1.5103 1.8566 0.8088 -0.505
H 1.2175 3.3958 -1.9861 0.387
H 0.7203 1.7962 -1.5180 0.434
H 2.2394 4.9433 -0.3223 0.204
H 3.0841 5.1615 1.9949 0.204
H 2.8908 3.2073 3.5602 0.212
H 1.8709 1.1012 2.6733 0.209
C -1.9157 1.1385 -0.1207 -0.972
P -1.2154 -0.2714 0.7855 1.154
C -1.3055 0.2658 2.5061 -0.989
C -2.5051 -1.5410 0.5989 -0.274
C -3.2369 -2.0520 1.6647 -0.233
C -4.1984 -3.0307 1.4468 -0.209
C -4.4335 -3.5023 0.1644 -0.216
C -3.6986 -3.0015 -0.9035 -0.216
C -2.7345 -2.0310 -0.6872 -0.208
H -1.9434 0.9025 -1.1838 0.268
H -1.2557 1.9952 0.0201 0.253
H -2.9171 1.3705 0.2444 0.222
H -2.3290 0.5225 2.7834 0.226
H -0.6687 1.1449 2.6048 0.257
H -0.9291 -0.5102 3.1686 0.264
H -3.0445 -1.7061 2.6730 0.221
H -4.7584 -3.4298 2.2836 0.205
H -5.1809 -4.2678 -0.0036 0.205
H -3.8681 -3.3774 -1.9045 0.212
H -2.1359 -1.6587 -1.5128 0.236

***

# 5
45
Properties=species:S:1:pos:R:3:nbo_charge:R:1 method="wB97M-V/def2-TZVPD" e_homo_ev=-8.1104 homo_lumo_gap_ev=7.661 charge=0
C -0.8337 -3.7932 1.6703 -0.679
C -0.4243 -2.7357 0.5682 0.290
N -1.2482 -1.7656 0.1174 -0.257
N -2.6363 -1.8390 0.4955 -0.430
C -3.4952 -1.0113 -0.1247 0.508
O -4.7643 -0.9334 0.2925 -0.592
C -2.8734 0.0924 -0.5461 0.019
N -3.0289 0.5659 -2.0960 -0.166
N -2.2176 1.5439 -2.3739 -0.138
C -2.1319 2.1745 -3.5588 -0.422
C -1.3465 1.8137 -1.2448 -0.129
C -1.8121 1.2315 -0.1772 -0.176
Br -1.1620 1.1207 1.4501 0.172
C 0.8574 -2.5534 -0.1077 -0.145
C 1.5077 -3.7352 0.0332 -0.160
C 2.7657 -3.6021 -0.7683 -0.142
C 3.0647 -2.4388 -1.2546 -0.290
C 2.3410 -1.4002 -1.3862 0.169
N 2.8323 -0.0453 -1.9540 -0.541
C 2.5608 1.0506 -1.4093 0.585
O 2.7492 1.9526 -2.2604 -0.619
C 2.5036 1.4736 -0.1127 -0.085
C 2.9770 0.5133 0.8077 -0.150
C 2.9436 1.0035 2.2708 0.109
N 2.3470 1.9831 2.5920 -0.430
C 1.8599 2.8338 1.6720 0.023
C 1.9769 2.7826 0.3587 -0.237
C 1.1476 -1.4193 -0.5056 -0.191
H -1.6637 -3.4513 2.3740 0.241
H -0.0246 -4.2596 2.1090 0.234
H -1.4572 -4.5939 1.0353 0.235
H -3.1540 -2.5795 1.1889 0.410
H -2.5220 3.1013 -3.7014 0.219
H -2.8863 1.4567 -4.0920 0.242
H -1.1073 1.9076 -3.9547 0.221
H -0.6199 2.4457 -1.4040 0.210
H 1.2560 -4.5565 0.0403 0.166
H 3.4742 -4.5743 -0.9192 0.219
H 4.1262 -2.6686 -1.9542 0.203
H 3.1995 -0.3776 -2.7175 0.414
H 3.3775 -0.2675 0.7951 0.161
H 3.2835 0.3989 3.0726 0.176
H 1.4632 3.8532 2.2747 0.200
H 1.5965 3.2671 -0.6038 0.271
H 0.4039 -0.5259 -0.3176 0.281